No. 1
The following is a DFT calculation (ωB97M-V with the def2-TZVPD basis set) of a molecular structure, C22H15BrCl2IrN3O4S2 in a non-equilibrium geometry.

Summary:
HOMO (alpha / beta) = -10.701 / -10.684 eV
Total charge = +1
Spin multiplicity = 2
Energy relative to the best compared isomer or geometry (same formula, charge and spin) = 1.2215 eV

```
50
Properties=species:S:1:pos:R:3:mulliken_spin:R:1
Ir 0.073 1.387 0.585 0.0645
C -1.736 5.249 3.375 0.0089
S -2.561 3.644 3.176 -0.0006
C -1.281 2.629 3.211 -0.0304
S 0.230 3.560 1.242 0.9201
N -0.710 1.590 3.443 -0.0151
N 0.159 1.031 2.546 0.0231
C 1.174 0.391 3.002 -0.0038
C 2.192 0.111 2.000 0.0053
C 3.316 -0.657 2.219 -0.0070
C 4.225 -0.808 1.178 0.0040
C 3.980 -0.181 -0.029 -0.0045
C 2.828 0.579 -0.191 -0.0006
N 1.964 0.723 0.808 0.0008
H -2.520 5.985 3.210 -0.0005
H -0.963 5.318 2.612 -0.0045
H -1.339 5.338 4.381 -0.0004
H 1.282 0.154 4.052 -0.0007
H 3.471 -1.131 3.179 0.0000
H 5.110 -1.413 1.312 0.0000
H 4.660 -0.285 -0.862 0.0000
H 2.557 1.059 -1.123 0.0042
Cl -3.543 0.563 -5.604 0.0000
C -2.441 0.905 -4.316 0.0000
C -1.069 1.033 -4.605 -0.0003
C -0.174 1.306 -3.613 -0.0004
Cl 1.511 1.432 -3.982 0.0001
C -0.572 1.455 -2.256 0.0086
O 0.333 1.726 -1.377 0.0052
C -1.961 1.321 -1.987 -0.0121
C -2.523 1.497 -0.701 0.0140
O -1.945 1.691 0.394 0.0090
C -2.878 1.051 -3.038 0.0000
H -0.721 0.908 -5.622 0.0000
H -3.614 1.486 -0.643 -0.0005
H -3.932 0.956 -2.808 0.0000
Br 0.892 -1.851 -2.424 -0.0001
C 0.259 -3.157 -1.189 0.0004
C 0.415 -4.469 -1.620 -0.0002
C 0.018 -5.523 -0.816 0.0004
C -0.535 -5.271 0.431 -0.0002
C -0.686 -3.966 0.854 0.0003
C -0.301 -2.881 0.062 -0.0027
C -0.518 -1.523 0.676 0.0000
O -0.906 -1.423 1.832 0.0042
O -0.241 -0.518 -0.098 0.0114
H 0.849 -4.656 -2.592 0.0000
H 0.145 -6.538 -1.168 0.0000
H -0.850 -6.087 1.066 0.0000
H -1.122 -3.741 1.817 -0.0001
```

No. 2
The following is a DFT calculation (ωB97M-V with the def2-TZVPD basis set) of a molecular structure, C22H15F12NO3PtS2 in a non-equilibrium geometry.

Summary:
HOMO (alpha / beta) = -7.656 / -7.656 eV
Spin multiplicity = 1

```
56
Properties=species:S:1:pos:R:3:nbo_charge:R:1
Pt -1.313 -1.516 -0.097 1.2377
C 2.172 3.554 3.823 -0.6261
C 1.481 2.740 2.774 -0.0592
C 1.539 3.100 1.424 -0.1723
C 0.934 2.325 0.480 -0.2415
C 0.185 1.151 0.825 0.1239
N -0.334 0.404 -0.140 -0.3760
C -0.093 0.635 -1.517 0.2110
C -0.660 1.728 -2.145 -0.2291
C -0.431 1.950 -3.495 -0.1875
C 0.382 1.095 -4.218 -0.0258
C 0.676 1.334 -5.673 -0.6296
C 0.929 -0.015 -3.574 -0.1402
C 0.679 -0.305 -2.241 -0.1053
C 1.279 -1.538 -1.515 0.0741
O 0.656 -1.855 -0.327 -0.6919
C 1.349 -2.837 -2.382 0.9701
F 0.136 -3.370 -2.536 -0.3164
F 1.861 -2.664 -3.615 -0.3250
F 2.114 -3.749 -1.774 -0.3083
C 2.731 -1.150 -1.095 0.9726
F 3.271 -2.001 -0.232 -0.2947
F 3.542 -1.068 -2.166 -0.3244
F 2.725 0.060 -0.505 -0.3200
C 0.133 0.771 2.214 -0.0255
C 0.798 1.573 3.120 -0.1375
C -0.502 -0.525 2.752 0.0810
O -1.219 -1.317 1.920 -0.7299
C -1.569 -0.150 3.839 0.9724
F -2.565 0.526 3.244 -0.3228
F -2.083 -1.256 4.384 -0.3139
F -1.140 0.621 4.855 -0.3207
C 0.647 -1.392 3.391 0.9527
F 1.774 -1.284 2.672 -0.3156
F 0.945 -1.018 4.655 -0.3310
F 0.312 -2.676 3.429 -0.3046
H 2.179 4.611 3.561 0.2156
H 3.212 3.235 3.926 0.2215
H 1.694 3.436 4.795 0.2192
H 2.091 3.982 1.124 0.2156
H 1.024 2.585 -0.563 0.2207
H -1.285 2.398 -1.570 0.2321
H -0.881 2.807 -3.980 0.2174
H 0.238 2.270 -6.016 0.2169
H 0.276 0.527 -6.290 0.2252
H 1.752 1.376 -5.852 0.2258
H 1.564 -0.669 -4.150 0.2294
H 0.820 1.278 4.158 0.2225
C -4.996 -3.039 0.674 -0.2678
O -4.010 -3.095 -0.374 -0.4748
C -3.425 -1.963 -0.728 -0.0718
S -3.506 -0.490 0.089 0.0846
S -2.386 -2.014 -2.120 0.0246
H -5.390 -4.047 0.745 0.2127
H -5.783 -2.335 0.406 0.1952
H -4.532 -2.736 1.611 0.2145
```

No. 3
The following is a DFT calculation (ωB97M-V with the def2-TZVPD basis set) of a molecular structure, C22H16AlN6O4S7Se in a non-equilibrium geometry.

Summary:
HOMO = -3.812 eV
Total charge = -1
Spin multiplicity = 1

```
57
Properties=species:S:1:pos:R:3:nbo_charge:R:1
Al 0.870 -0.052 0.053 1.6278
S 4.833 -4.844 4.174 -0.1768
C 3.908 -3.817 3.273 -0.5690
S 4.377 -3.200 1.730 0.4620
C 2.970 -2.209 1.419 -0.4341
C 2.014 -2.219 2.375 -0.4119
S 0.526 -1.360 2.292 -0.2938
S 2.369 -3.214 3.774 0.4653
S 2.885 -1.321 -0.067 -0.3087
O -1.331 3.558 -0.103 -0.6851
C -2.535 3.065 -0.452 0.3417
C -3.584 3.974 -0.604 -0.2876
C -4.841 3.540 -0.971 -0.1847
C -5.083 2.187 -1.197 -0.2738
C -4.052 1.281 -1.044 -0.1496
C -2.773 1.695 -0.667 -0.1467
C -1.700 0.695 -0.493 0.5723
O -0.489 1.127 -0.239 -0.9031
N -1.980 -0.563 -0.588 -0.4001
N -0.841 -1.325 -0.368 -0.4285
C -0.996 -2.576 -0.563 -0.0269
S 0.317 -3.696 -0.384 0.3730
C -0.776 -5.151 -0.349 -0.5360
C -1.893 -4.903 -1.338 -0.5409
S -2.559 -3.238 -1.028 0.2976
H -0.714 2.795 -0.058 0.5212
H -3.373 5.022 -0.427 0.2157
H -5.641 4.262 -1.087 0.2028
H -6.068 1.848 -1.489 0.2059
H -4.201 0.222 -1.210 0.2370
H -1.161 -5.269 0.664 0.2191
H -0.171 -6.015 -0.617 0.2286
H -2.710 -5.615 -1.216 0.2219
H -1.526 -4.936 -2.364 0.2234
Se -1.338 2.436 3.939 0.9981
N 0.223 2.889 4.629 -0.6372
C 1.133 2.461 3.777 0.1359
C 2.535 2.599 3.950 -0.1610
C 3.332 2.121 2.965 -0.2502
C 2.774 1.489 1.823 0.1288
N 1.499 1.293 1.625 -0.5091
C 0.638 1.793 2.583 0.2761
N -0.669 1.694 2.501 -0.6043
H 2.932 3.063 4.844 0.2258
H 4.408 2.200 3.042 0.2263
H 3.415 1.090 1.044 0.2461
O 2.010 1.407 -1.079 -0.7028
C 1.649 0.855 -2.138 0.6919
C 1.834 1.363 -3.550 -0.5053
C 1.246 0.219 -4.377 -0.5113
C 0.671 -0.752 -3.328 0.6977
O 0.063 -1.764 -3.592 -0.5938
N 0.980 -0.287 -2.071 -0.7291
H 2.882 1.580 -3.754 0.2305
H 1.270 2.292 -3.648 0.2336
H 1.994 -0.314 -4.963 0.2279
H 0.450 0.529 -5.052 0.2278
```

No. 4
The following is a DFT calculation (ωB97M-V with the def2-TZVPD basis set) of 2 unconnected molecules or ions with the total composition C22H16BF6N in a non-equilibrium geometry.

Summary:
HOMO = -7.481 eV
Spin multiplicity = 1
Energy relative to the best compared isomer or geometry (same formula, charge and spin) = 1.7279 eV

```
46
Properties=species:S:1:pos:R:3:nbo_charge:R:1
F -5.884 -2.629 0.495 -0.3124
C -5.033 -1.551 0.627 0.3964
C -5.582 -0.335 1.036 -0.2598
C -4.686 0.729 1.170 0.4030
F -5.198 1.968 1.493 -0.3121
C -3.320 0.597 0.997 -0.2029
C -2.758 -0.677 0.668 -0.1270
C -1.336 -0.814 0.657 0.0812
C -0.637 -2.064 0.751 -0.0670
C 0.770 -2.067 0.531 -0.1250
C 1.487 -3.241 0.379 -0.1944
C 0.865 -4.488 0.553 -0.1702
C -0.481 -4.489 0.915 0.3713
F -1.090 -5.703 1.150 -0.3197
C -1.234 -3.330 1.058 -0.2348
C -3.680 -1.732 0.375 -0.2146
H -6.646 -0.219 1.221 0.2680
H -2.654 1.445 1.144 0.2530
H -0.770 0.083 0.923 0.2663
H 1.278 -1.106 0.464 0.2611
H 2.545 -3.191 0.119 0.2746
H 1.408 -5.423 0.432 0.2532
H -2.262 -3.406 1.402 0.2378
H -3.334 -2.687 -0.013 0.2518
C 0.319 4.686 -0.766 -0.4025
N 0.492 3.245 -0.831 -0.3435
C -0.512 2.311 -0.984 -0.0338
C 0.054 1.031 -1.034 -0.3174
C 1.483 1.208 -1.012 -0.1379
C 1.726 2.608 -0.837 0.1705
C 3.005 3.137 -0.692 -0.2550
C 4.094 2.238 -0.683 -0.1790
C 3.871 0.867 -0.841 -0.2552
B 5.196 -0.191 -0.739 1.1690
F 4.652 -1.480 -0.726 -0.5693
F 5.944 0.100 -1.874 -0.5505
F 5.799 0.170 0.465 -0.5542
C 2.594 0.349 -1.065 -0.2006
H 1.289 5.144 -0.555 0.2256
H -0.059 5.086 -1.718 0.2069
H -0.389 4.953 0.027 0.2033
H -1.552 2.618 -1.023 0.2077
H -0.441 0.100 -1.278 0.2121
H 3.158 4.210 -0.573 0.1994
H 5.094 2.642 -0.546 0.2240
H 2.412 -0.702 -1.265 0.2025
```

No. 5
The following is a DFT calculation (ωB97M-V with the def2-TZVPD basis set) of a molecular structure, C22H16Cl3F5N3OPdS2.

Summary:
HOMO = -11.256 eV
Total charge = +1
Spin multiplicity = 1
Energy relative to the best compared isomer or geometry (same formula, charge and spin) = 0.0000 eV

```
53
Properties=species:S:1:pos:R:3:nbo_charge:R:1
Pd 2.561 -0.412 -1.682 0.7018
F 3.153 -6.090 2.340 -0.2662
C 3.011 -5.269 1.312 0.2777
C 2.951 -3.904 1.510 0.3157
F 3.035 -3.403 2.739 -0.2831
C 2.803 -3.052 0.431 0.2888
F 2.752 -1.734 0.708 -0.3239
C 2.715 -3.514 -0.868 -0.3128
S 2.525 -2.572 -2.357 0.0322
C 2.776 -4.893 -1.034 0.3274
F 2.691 -5.394 -2.271 -0.2853
C 2.921 -5.765 0.024 0.2872
F 2.973 -7.073 -0.191 -0.2670
Cl 2.203 2.354 4.228 0.0370
C 0.793 1.897 3.338 -0.0133
C 0.295 2.730 2.351 -0.2346
C -0.832 2.342 1.645 -0.1753
C -1.472 1.130 1.882 -0.1484
C -2.717 0.741 1.092 0.0812
C -2.581 -0.571 0.306 -0.2482
N -1.458 -0.637 -0.644 -0.3197
C -1.566 -0.823 -2.007 -0.0595
C -0.311 -0.749 -2.511 -0.0727
N 0.557 -0.510 -1.463 -0.5105
C -0.162 -0.469 -0.355 0.2138
O -3.214 1.815 0.325 -0.5227
C -2.621 2.075 -0.950 -0.0884
C -2.777 3.527 -1.260 -0.1359
C -1.748 4.367 -1.556 -0.2501
Cl -0.072 3.967 -1.634 0.0234
S -2.267 5.965 -1.882 0.4990
C -3.899 5.526 -1.615 -0.3972
C -4.029 4.215 -1.298 -0.2316
C -0.973 0.346 2.920 0.0698
Cl -1.772 -1.124 3.404 0.0050
C 0.154 0.708 3.641 -0.2894
H 0.772 3.679 2.148 0.2419
H -1.236 3.018 0.906 0.2377
H -3.511 0.547 1.815 0.2329
H -3.499 -0.722 -0.258 0.2373
H -2.479 -1.391 1.011 0.2461
H -2.512 -0.993 -2.492 0.2453
H 0.028 -0.853 -3.526 0.2431
H 0.226 -0.324 0.640 0.2453
H -3.132 1.478 -1.712 0.1856
H -1.560 1.822 -0.970 0.1867
H -4.679 6.267 -1.711 0.2536
H -4.976 3.739 -1.080 0.2389
H 0.514 0.079 4.443 0.2516
N 4.646 -0.482 -1.936 -1.0109
H 5.081 0.296 -2.421 0.4088
H 4.848 -1.333 -2.454 0.4231
H 5.072 -0.570 -1.018 0.4089
```